Entry 1:
Computed, not measured: a molecular structure, C3H6BrIO in a non-equilibrium geometry, with wB97M-V/def2-TZVPD.

Its molar mass is 264.888 g mol⁻¹. The HOMO-LUMO gap (spin up / spin down) is 6.0 / 7.2 eV. Its lowest unoccupied orbital energy (spin up / spin down) is 0.19 / -2.43 eV. Its energy is -83393.1101 eV. As for the relative energy (zero: lowest compared OMol25 entry of this formula, charge and spin): 11.0 kcal per mole. The HOMO energy (spin up / spin down) comes out at -5.84 / -9.59 eV.

The geometry in ORCA input format:
```
! RIJCOSX wB97M-V def2-TZVPD def2/J DEFGRID3
* xyz 0 3
C 1.5402 -0.2204 -0.2316
C 0.4841 0.7465 -0.7250
C -1.2350 -0.1501 0.2753
O -0.8737 -0.0753 1.5724
Br -1.2805 -1.9719 -0.2434
I -3.0365 0.9922 -0.1648
H 1.3299 -1.2318 -0.4622
H 2.4124 -0.0409 -0.8904
H 1.8349 -0.1321 0.7609
H 0.3499 1.5889 -0.2091
H 0.1480 0.8079 -1.7178
H -1.6737 -0.3131 2.0357
*
```

---

Entry 2:
Computed, not measured: 2 unconnected molecules or ions with the total composition C26H55Cl3FNO2P, with wB97M-V/def2-TZVPD.

Its molar mass is 570.062 g mol⁻¹. The HOMO-LUMO gap is 7.0 eV. Its lowest unoccupied orbital energy is 2.77 eV. Its energy is -83010.4837 eV. The HOMO energy comes out at -4.28 eV.

The geometry in ORCA input format:
```
! RIJCOSX wB97M-V def2-TZVPD def2/J DEFGRID3
* xyz -1 1
C -4.2882 0.6085 3.3270
O -4.3795 1.9647 2.9479
C -4.9047 2.1927 1.6559
C -3.8241 2.2303 0.5753
C -4.4087 2.0562 -0.8340
C -4.3449 0.6228 -1.4062
C -3.8937 0.5834 -2.8669
C -3.5800 -0.8166 -3.4230
C -2.0866 -1.1429 -3.5314
C -1.4502 -1.4875 -2.1761
C 0.0881 -1.5324 -2.1593
P 1.0149 -1.0787 -0.4979
C 1.7786 -0.6558 1.2679
C 2.4325 -1.6586 2.2452
C 1.5500 -2.6668 2.9887
Cl 1.8030 -4.3924 2.4932
C 2.3205 -2.4883 -0.6619
C 2.7864 -2.8611 -2.0748
C 4.2312 -3.3893 -2.0929
C 5.2909 -2.2755 -2.0737
N 6.4342 -2.5619 -2.9699
C -0.4482 -2.1286 0.4748
Cl -1.3792 -1.1845 1.6521
C -0.8089 -3.4115 0.3749
C -0.3045 -4.4514 -0.5762
Cl -2.0921 -4.1159 1.3703
C 0.0007 0.6396 -0.5076
C 0.1258 1.3869 -1.8235
F 0.5340 1.5288 0.4708
H -4.2573 -0.0546 2.4563
H -3.3666 0.4625 3.8923
H -5.1401 0.3270 3.9575
H -5.4398 3.1468 1.7031
H -5.6458 1.4199 1.4055
H -3.0999 1.4423 0.8070
H -3.2767 3.1737 0.6496
H -3.9021 2.7356 -1.5257
H -5.4552 2.3838 -0.8127
H -5.3382 0.1636 -1.3461
H -3.6928 0.0021 -0.7840
H -3.0212 1.2341 -2.9878
H -4.6862 1.0390 -3.4736
H -4.0486 -1.5721 -2.7798
H -4.0443 -0.9252 -4.4080
H -1.9718 -2.0068 -4.1963
H -1.5548 -0.3066 -3.9979
H -1.8341 -2.4761 -1.9020
H -1.8522 -0.8189 -1.4132
H 0.3647 -2.5528 -2.4230
H 0.4839 -0.9240 -2.9814
H 2.0315 -0.2709 -1.1995
H 1.0606 -0.0871 1.8560
H 2.5679 0.0611 1.0096
H 3.2818 -2.1939 1.8141
H 2.8793 -1.0467 3.0433
H 0.4879 -2.4863 2.8668
H 1.7811 -2.6790 4.0532
H 3.1796 -1.9966 -0.1893
H 2.1413 -3.3900 -0.0747
H 2.1376 -3.6054 -2.5460
H 2.7335 -1.9595 -2.6974
H 4.3680 -4.0257 -1.2103
H 4.4149 -4.0130 -2.9711
H 5.6427 -2.1141 -1.0492
H 4.8275 -1.3342 -2.3832
H 7.2475 -2.8319 -2.4313
H 6.7039 -1.7191 -3.4610
H 0.5519 -4.1194 -1.1471
H -0.0300 -5.3551 -0.0262
H -1.1065 -4.7266 -1.2716
H -1.0493 0.5560 -0.2376
H -0.6755 1.1256 -2.5127
H 1.0890 1.1939 -2.3072
H 0.0575 2.4602 -1.6188
C 0.1082 4.1827 2.0711
C 1.5695 4.0400 1.6896
O 2.3521 5.2119 1.9119
C 2.4110 5.6615 3.2484
C 3.0065 4.6560 4.2213
H -0.3519 5.0137 1.5319
H -0.4114 3.2618 1.8093
H -0.0292 4.3521 3.1410
H 1.6544 3.8395 0.6235
H 2.0109 3.1790 2.2012
H 1.4206 5.9780 3.5986
H 3.0380 6.5546 3.2137
H 2.3913 3.7605 4.3104
H 3.0844 5.1052 5.2133
H 4.0033 4.3537 3.8970
*
```

---

Entry 3:
Computed, not measured: a molecular structure, C21H24BN4O9RuS3 in a non-equilibrium geometry, with wB97M-V/def2-TZVPD.

Its molar mass is 684.525 g mol⁻¹. The HOMO-LUMO gap (spin up / spin down) is 5.2 / 5.1 eV. Its lowest unoccupied orbital energy (spin up / spin down) is -2.35 / -2.36 eV. Its energy is -82313.1444 eV. As for the relative energy (zero: lowest compared OMol25 entry of this formula, charge and spin): 69.3 kcal per mole. The HOMO energy (spin up / spin down) comes out at -7.57 / -7.48 eV.

The geometry in ORCA input format:
```
! RIJCOSX wB97M-V def2-TZVPD def2/J DEFGRID3
* xyz 0 2
Ru 0.9031 0.4860 -0.2435
O -0.2559 2.0181 1.1094
N 0.4263 3.1193 1.1757
C -0.2629 4.2691 1.3050
C 0.3585 5.4851 1.4115
C 1.7511 5.5347 1.4025
C 2.4528 4.3605 1.2687
C 1.7898 3.1393 1.1280
S 2.6996 1.6955 0.9099
H -1.3361 4.1531 1.3015
H -0.2328 6.3815 1.5002
H 2.2691 6.4750 1.4851
H 3.5299 4.3472 1.2455
C 0.0336 0.0278 4.9966
C 0.7184 -0.7559 3.8871
C 1.9467 -1.4910 4.4221
O 1.1927 0.1663 2.8707
B 1.0258 -0.4400 1.6776
O 0.4407 -1.6497 1.7474
C -0.2152 -1.6834 3.0443
C -0.3330 -3.1255 3.5048
C -1.5970 -1.0656 2.8377
H 0.7796 0.5751 5.5672
H -0.4839 -0.6555 5.6634
H -0.6770 0.7413 4.5920
H 2.6616 -0.7625 4.7975
H 2.4201 -2.0503 3.6190
H 1.6743 -2.1669 5.2262
H 0.6259 -3.6305 3.4561
H -1.0312 -3.6440 2.8530
H -0.7118 -3.1609 4.5223
H -1.4915 -0.0365 2.4964
H -2.1852 -1.0966 3.7490
H -2.1093 -1.6227 2.0580
O 0.1464 3.8803 -2.9504
C 0.1507 2.7609 -2.4803
O 0.9317 2.3237 -1.5727
C -0.8114 1.6777 -2.9749
C -1.1935 1.4956 -4.2967
C -1.9118 0.3366 -4.6255
C -2.1472 -0.6740 -3.7080
C -1.7236 -0.4884 -2.3890
C -1.1733 0.7562 -2.0140
N -1.6758 -1.4815 -1.4443
O -0.8907 -1.3017 -0.4273
O -2.2511 -2.5829 -1.6075
N -2.3832 0.1626 -5.9713
O -2.9061 -0.9024 -6.2487
O -2.2332 1.0789 -6.7526
H -0.9495 2.2185 -5.0559
H -2.6303 -1.5896 -4.0141
H -1.1439 1.0025 -0.9444
S 2.5604 -1.0508 -1.2429
C 1.6092 -1.9538 -2.2992
N 0.8359 -2.9645 -1.9254
C 0.1213 -3.7095 -2.9427
C 0.5185 -3.1430 -4.3104
S 1.6934 -1.7610 -4.0172
H 0.5352 -3.0257 -0.9576
H -0.9588 -3.6253 -2.7607
H 0.3965 -4.7659 -2.8591
H -0.3241 -2.7350 -4.8662
H 1.0313 -3.8756 -4.9289
*
```

---

Entry 4:
Computed, not measured: a molecular structure, C16H3Cl3F10N7O7PdS4 in a non-equilibrium geometry, with wB97M-V/def2-TZVPD.

Its molar mass is 936.269 g mol⁻¹. The HOMO-LUMO gap (spin up / spin down) is 5.6 / 2.3 eV. Its lowest unoccupied orbital energy (spin up / spin down) is -6.32 / -9.61 eV. Its energy is -152947.9133 eV. As for the relative energy (zero: lowest compared OMol25 entry of this formula, charge and spin): 6.1 kcal per mole. The HOMO energy (spin up / spin down) comes out at -11.92 / -11.92 eV.

The geometry in ORCA input format:
```
! RIJCOSX wB97M-V def2-TZVPD def2/J DEFGRID3
* xyz 1 5
Pd -0.9928 1.4442 0.5449
N -2.8528 0.6940 0.9943
H -3.0934 -0.2024 0.5834
H -3.4939 1.3955 0.5973
H -2.9672 0.6380 2.0046
Cl 3.0373 0.0539 2.4739
C 1.9882 0.0135 3.8873
Cl 2.1804 -1.5830 4.6777
Cl 2.3289 1.3020 4.9952
C 0.5719 0.0751 3.4951
N -0.5378 0.1276 3.2266
O 0.6778 2.5794 0.1346
S 0.6153 3.5877 1.2696
O 1.1209 3.0457 2.5079
O 0.9446 4.9189 0.9218
S -1.5063 3.3768 1.6470
F -2.7051 2.4620 -3.8145
C -2.2097 2.3098 -2.6037
F -2.6372 1.1076 -2.1313
F -0.8873 2.2523 -2.6324
S -2.8334 3.6506 -1.4413
O -1.6264 4.0348 -0.6962
O -3.8203 2.9438 -0.6511
N -3.4769 4.7775 -2.2762
S -2.4685 5.6776 -3.1993
O -3.2375 6.3777 -4.1700
O -1.3185 4.9105 -3.5946
C -1.8220 7.0032 -2.0524
F -0.4990 6.9506 -2.0013
F -2.1893 8.1870 -2.5245
F -2.3012 6.8694 -0.8184
F 1.7654 -2.0140 0.8664
C 1.7098 -3.2351 0.3954
C 2.7415 -4.1238 0.9348
F 3.5446 -3.5378 1.7802
C 2.8617 -5.4685 0.5858
C 1.8973 -5.8685 -0.3388
C 0.8731 -4.9778 -0.8866
F 0.0757 -5.5617 -1.7387
C 0.7513 -3.6352 -0.5350
C -0.2650 -2.7505 -1.0684
C -0.3473 -1.3954 -0.6679
N -0.4283 -0.2919 -0.3600
C -1.2300 -3.1887 -1.9876
N -2.0411 -3.5403 -2.7291
F 1.8227 -7.0858 -0.8009
C 3.8788 -6.3557 1.1275
C 3.9644 -7.7017 0.7241
N 4.0461 -8.8061 0.4051
C 4.8119 -5.9011 2.0792
N 5.5787 -5.5416 2.8605
*
```